Computed, not measured: a structure of composition C3H2O3Ru, with ωB97M-V/def2-TZVPD.

Positions of all 9 atoms, in Å:
O 1.652 0.362 0.109
C 2.347 -0.640 -0.076
H 3.400 -0.556 0.211
H 1.883 -1.545 -0.487
O 0.088 0.154 0.310
Ru -0.260 1.643 -0.804
O -2.008 0.885 0.266
C -2.992 0.226 0.226
C -4.111 -0.529 0.244

Summary:
net charge	+3
energy above the lowest of the compared OMol25 structures with the same formula, charge and spin	225.32	kcal per mole
HOMO (alpha / beta)	-24.853 / -25.301	eV
Kohn-Sham gap (alpha / beta)	5.9 / 6.9	eV
expectation value of S²	9.119
2S+1	6
energy	-434.2213	a.u.